The following is a DFT calculation (ωB97M-V with the def2-TZVPD basis set) of a molecular structure, C5H6O4 in a non-equilibrium geometry.

Calculated values
- frontier orbital gap (eV) = 10.172
- LUMO energy (eV) = 0.450
- calculated total energy (eV) = -13469.5760
- E_HOMO (Eh) = -0.3573

```
! wB97M-V def2-TZVPD RIJCOSX def2/J DEFGRID3
* xyz 0 1
H -2.229 1.670 -0.369
O 0.896 1.402 -0.903
O 2.868 0.565 -0.181
H -2.548 0.003 0.145
H 3.114 1.499 -0.247
C 0.322 -0.809 0.200
O 1.305 -0.881 -0.781
C -0.563 0.683 0.459
H -1.622 0.294 -1.346
C 1.590 0.432 -0.545
C -0.173 -1.942 0.693
O -0.323 1.278 1.459
C -1.827 0.657 -0.344
H 0.157 -2.909 0.340
H -0.967 -1.942 1.421
*
```

Atomic partial charges in e from the Löwdin method, atoms 1 to 5: number 1, H, carries 0.0954; number 2, O, carries 0.1034; number 3, O, carries 0.1922; number 4, H, carries 0.0961; number 5, H, carries 0.1482